# 1
Below is a molecular structure, C17H34GeMgN4O2S3, with properties calculated with the ωB97M-V functional and the def2-TZVPD basis.

XYZ file:
```
62
C17H34GeMgN4O2S3, DFT the ωB97M-V functional and the def2-TZVPD basis
Ge -1.097 -2.978 -2.715
S 1.885 0.957 1.075
S 2.124 -1.402 -1.347
S 0.401 1.544 -1.908
Mg -0.305 -0.556 -0.407
O -2.970 4.043 4.014
O 0.502 3.334 6.014
N 0.897 -2.239 2.140
N -0.059 -2.170 1.075
N -0.946 3.120 4.295
N -1.618 0.768 0.831
C 1.729 2.585 0.288
C -1.512 -1.394 -1.786
C -2.819 0.817 0.239
C -1.400 1.526 1.905
C -2.124 3.247 3.643
C -3.830 1.646 0.709
C -0.681 3.893 5.485
C -3.593 2.436 1.815
C -2.351 2.377 2.441
C 3.473 0.376 0.417
C 0.215 -2.895 -4.239
C 2.477 -0.233 -2.694
C 1.255 0.549 -3.156
C 3.421 -1.044 -0.136
C -0.237 -4.346 -1.541
C -2.619 -3.941 -3.544
C 1.723 2.593 -1.237
H -3.350 -4.213 -2.781
H 2.514 3.241 0.667
H -1.024 -2.271 1.388
H 1.525 1.182 -4.002
H 1.574 3.620 -1.572
H -0.412 1.433 2.341
H -3.118 -3.299 -4.273
H -1.527 3.803 6.172
H 0.777 2.967 0.666
H 3.286 0.423 -2.374
H 0.634 -2.945 2.818
H -0.549 4.949 5.229
H 4.216 0.420 1.214
H 0.762 3.833 6.792
H -2.928 0.136 -0.606
H -0.097 -2.133 -4.959
H 2.683 2.268 -1.635
H 1.215 -2.635 -3.874
H -0.880 -4.565 -0.684
H -0.082 -5.279 -2.088
H -2.253 -0.835 -2.377
H -4.342 3.105 2.218
H -4.785 1.662 0.203
H 0.749 -4.022 -1.189
H 3.788 1.081 -0.351
H -2.288 -4.849 -4.055
H 4.397 -1.301 -0.551
H 0.460 -0.140 -3.457
H 3.204 -1.749 0.668
H 0.106 -2.943 0.434
H 0.907 -1.342 2.608
H 2.847 -0.809 -3.542
H -0.249 2.440 4.045
H 0.299 -3.848 -4.769
```

The value obtained for the strongest force on any atom is 0.2 eV/Å. As for the molar mass: 519.6 Da. For the HOMO-LUMO gap, the calculation gives 4.419 eV. Its highest occupied orbital energy is -0.163 hartree. The calculation puts the total energy at -122700.8658 eV. The energy above the lowest of the compared OMol25 structures with the same formula, charge and spin comes out at 0.00 kcal/mol.

***

# 2
Below is a molecular structure, C17H34N3OPReSSi at a distorted geometry, with properties calculated with the ωB97M-V functional and the def2-TZVPD basis.

XYZ file:
```
59
C17H34N3OPReSSi, DFT the ωB97M-V functional and the def2-TZVPD basis
Re 0.034 0.163 -1.071
S -1.689 1.250 0.108
P 0.919 -1.789 -1.864
Si -0.266 0.556 -3.498
O -1.112 -2.228 0.856
N -2.775 1.525 2.412
N -0.523 2.027 2.519
N 1.517 0.982 -0.603
C 3.435 1.288 0.841
C 2.519 -1.514 -2.731
C -2.085 0.542 -3.959
C -3.105 -2.048 2.173
C -0.016 -2.885 -3.009
C 3.335 2.345 -1.383
C -1.581 1.645 1.806
C 2.723 1.547 -0.371
C -2.994 1.660 3.850
C 4.611 2.847 -1.200
C 1.427 -2.963 -0.580
C -2.999 -3.539 0.118
C 4.716 1.814 1.012
C -2.287 -2.567 1.025
C 5.301 2.597 0.000
C -1.962 2.594 4.440
C -0.567 2.234 3.984
H -0.861 -3.333 -2.466
H 2.771 2.502 -2.308
H -2.031 2.571 5.531
H 1.970 -3.803 -1.031
H -2.972 0.661 4.315
H 2.900 -2.476 -3.095
H -0.213 1.326 4.493
H -3.354 -2.858 2.866
H 0.375 2.087 2.036
H 0.528 -3.302 -0.051
H -4.038 -1.654 1.760
H -2.188 3.611 4.116
H 5.078 3.430 -1.991
H -2.351 -0.421 -4.403
H -2.999 -3.125 -0.900
H -2.525 -4.524 0.103
H 5.267 1.609 1.928
H 6.307 2.990 0.136
H 2.965 0.649 1.588
H -2.569 -1.267 2.709
H -3.522 1.172 1.815
H -0.413 -2.322 -3.866
H -0.773 1.353 -1.718
H 3.241 -1.079 -2.029
H 2.396 -0.831 -3.578
H 0.458 -0.352 -4.460
H 0.139 1.910 -3.992
H -4.009 2.048 3.990
H 2.079 -2.441 0.131
H -2.777 0.751 -3.135
H 0.646 -3.679 -3.383
H -4.036 -3.638 0.470
H 0.137 3.027 4.247
H -2.203 1.328 -4.704
```

The value obtained for the strongest force on any atom is 3.1 eV/Å. Its multiplicity is 4. As for the molar mass: 573.8 Da. For the HOMO-LUMO gap (spin up / spin down), the calculation gives 4.873 / 7.311 eV. Its highest occupied orbital energy (spin up / spin down) is -0.170 / -0.262 hartree. The calculation puts the total energy at -54827.4087 eV.

***

# 3
Below is a molecular structure, C17H34N3PS5Si2SnTe at a distorted geometry, with properties calculated with the ωB97M-V functional and the def2-TZVPD basis.

XYZ file:
```
64
C17H34N3PS5Si2SnTe, DFT the ωB97M-V functional and the def2-TZVPD basis
Te -4.743 0.124 0.056
Sn 4.702 0.406 0.756
S 5.717 1.156 -1.569
S 2.967 2.038 0.034
S 3.249 4.729 -1.346
S 4.338 6.496 -3.521
S 5.415 3.831 -2.992
P 3.267 -1.523 -0.407
Si -3.202 3.306 -0.058
Si -2.321 -1.067 2.323
N 1.866 -2.573 -2.392
N 3.321 -4.143 -1.195
N 1.299 -3.281 -0.103
C 2.203 -4.499 -0.326
C 2.490 -1.331 -2.085
C 0.810 -2.924 -1.399
C 1.855 -2.130 0.589
C -1.934 -2.067 0.788
C -2.706 -2.166 3.787
C -3.877 4.853 -0.711
C -2.253 3.484 1.566
C -3.865 -0.055 1.984
C 3.773 3.097 -1.030
C -4.775 2.214 0.330
C -2.280 2.375 -1.388
C 4.284 5.104 -2.706
C 4.870 2.618 -1.840
C -0.815 -0.039 2.602
C 4.188 -3.139 -0.646
C 2.781 -3.736 -2.470
H -2.711 -2.748 0.461
H 5.014 -2.827 -1.305
H 3.310 -1.054 -2.771
H 3.570 -3.367 -3.108
H 4.578 -3.475 0.310
H -3.664 0.983 2.218
H -3.185 -1.615 4.590
H -3.285 -3.094 3.496
H -1.324 4.002 1.448
H -4.612 5.269 0.012
H -1.765 1.482 -0.920
H -1.030 -2.735 0.975
H -5.408 2.560 -0.499
H -1.766 -2.517 4.136
H 1.447 -5.262 -0.594
H 2.640 -4.816 0.594
H -0.357 0.375 1.712
H 1.797 -0.490 -2.008
H -5.284 2.462 1.260
H -1.085 0.644 3.361
H -0.204 -0.756 3.138
H 0.258 -3.744 -1.773
H 2.212 -4.619 -2.861
H -4.594 -0.376 2.782
H -2.936 2.005 -2.174
H 0.074 -2.095 -1.303
H -3.103 5.636 -0.908
H -1.637 3.059 -1.909
H 2.271 -2.534 1.544
H 1.115 -1.373 0.812
H -2.870 4.043 2.273
H -4.390 4.649 -1.666
H -1.657 -1.372 -0.056
H -2.042 2.543 2.102
```

The value obtained for the strongest force on any atom is 2.4 eV/Å. As for the molar mass: 774.3 Da. For the HOMO-LUMO gap (spin up / spin down), the calculation gives 5.782 / 4.273 eV. Its highest occupied orbital energy (spin up / spin down) is -0.486 / -0.463 hartree. The calculation puts the total energy at -114980.8569 eV. Its net charge is +2.